Here is 14 unconnected molecules or ions with the total composition C27H26Br2Cl53FN4O3P in a non-equilibrium geometry from the OMol25 dataset. Energies are from ωB97M-V/def2-TZVPD.

Structure (XYZ):
```
117
C27H26Br2Cl53FN4O3P, DFT ωB97M-V/def2-TZVPD
C -6.1439 1.0505 -1.3135
C -4.8689 0.2976 -1.6042
Br -3.2293 1.0415 -0.9595
C -4.7942 -0.8337 -2.2654
Br -6.4703 -1.5283 -2.9124
N -3.5131 -1.4282 -2.4703
C -2.9324 -2.2727 -1.3896
C -3.8020 -2.4495 -0.1446
C -3.0861 -3.2203 1.0215
C -1.7098 -3.8236 0.6725
C -1.0259 -4.4789 1.9125
N -1.9663 -4.7920 3.0010
C -3.2004 -1.7958 -3.7727
N -2.3979 -0.9342 -4.5708
C -3.0386 0.4043 -4.7294
C -2.7805 0.9651 -6.1434
O -3.6157 0.8441 -6.9569
P -0.8040 -0.9394 -3.8541
O -0.5641 0.4446 -3.0465
O 0.3255 -1.1204 -5.0262
N -3.5424 -2.8904 -4.3585
Cl -4.4528 -4.0485 -3.5214
C -3.1838 -3.2430 -5.7573
C -1.7701 -3.8851 -5.8575
C -1.8917 -5.4157 -5.7931
F -1.6616 -5.7912 -4.4743
H -6.6648 1.2401 -2.2564
H -6.7687 0.5073 -0.6011
H -5.8757 2.0300 -0.9095
H -2.6453 -3.2612 -1.7610
H -1.9982 -1.7967 -1.0665
H -4.1681 -1.5116 0.2754
H -4.6807 -3.0430 -0.4414
H -2.9052 -2.4795 1.8100
H -3.7428 -3.9682 1.4629
H -1.8549 -4.5629 -0.1290
H -1.0044 -3.0752 0.2969
H -0.3006 -3.7596 2.3104
H -0.4614 -5.3525 1.5537
H -1.3959 -5.0720 3.7960
H -2.4647 -5.6427 2.7427
H -4.1254 0.2479 -4.7013
H -2.8172 1.1206 -3.9278
H -1.8219 1.4478 -6.4227
H -0.4612 0.2391 -2.1042
H 0.7244 -1.9785 -4.8242
H -3.9598 -3.9363 -6.0883
H -3.2676 -2.3809 -6.4233
H -1.2033 -3.4965 -5.0057
H -1.2573 -3.5470 -6.7681
H -2.8962 -5.7619 -6.0572
H -1.2020 -5.9257 -6.4718
C -0.0595 1.7864 1.7528
Cl -0.5431 3.1492 0.7270
Cl 1.6129 1.9866 2.2672
Cl -1.1166 1.7153 3.1633
Cl -0.2043 0.2733 0.8333
C 2.7723 -1.5657 4.1989
Cl 3.3704 -2.0960 2.6185
Cl 2.6574 -2.9549 5.2834
Cl 3.8804 -0.3674 4.8761
Cl 1.1771 -0.8291 4.0066
C 2.8155 5.9350 2.5164
Cl 1.3412 5.2872 1.7736
Cl 3.7879 4.6051 3.1648
Cl 3.7546 6.8048 1.2982
Cl 2.3762 7.0352 3.8283
C 6.1178 -3.2886 7.3453
Cl 6.1205 -3.3039 5.5752
Cl 7.5934 -4.0597 7.9414
Cl 6.0498 -1.6214 7.9365
Cl 4.7073 -4.1812 7.9342
C -3.4975 6.3185 0.6800
Cl -3.9897 7.6669 -0.3500
Cl -1.8211 6.5489 1.1946
Cl -4.5449 6.2467 2.1011
Cl -3.6360 4.8033 -0.2297
C 6.5807 6.4600 -2.1341
Cl 5.6259 7.5525 -1.1211
Cl 5.5780 5.8620 -3.4647
Cl 7.9727 7.3274 -2.7899
Cl 7.1411 5.0939 -1.1630
C 0.5586 3.3040 6.9343
Cl 0.5770 1.7309 7.7389
Cl -1.0567 4.0159 7.0603
Cl 1.7383 4.3779 7.6969
Cl 0.9680 3.0808 5.2297
C -1.9823 -2.8091 -9.7856
Cl -3.5272 -3.4423 -10.3592
Cl -1.0127 -4.1384 -9.1270
Cl -1.1221 -2.0441 -11.1184
Cl -2.2621 -1.6140 -8.5066
C 8.3165 0.7475 5.4417
Cl 8.4014 -0.8141 6.2590
Cl 6.6790 1.4085 5.6008
Cl 9.4685 1.8676 6.1752
Cl 8.7025 0.5388 3.7275
C -3.0670 -0.0718 8.0604
Cl -4.3172 -1.2325 7.5929
Cl -3.8240 1.3609 8.7663
Cl -1.9861 -0.8138 9.2468
Cl -2.1338 0.4001 6.6344
C -10.4982 -1.7783 -3.1463
Cl -10.2051 -2.6200 -1.6189
Cl -12.1892 -1.9646 -3.6111
Cl -10.1213 -0.0598 -2.9550
Cl -9.4601 -2.4701 -4.4061
C 9.6403 2.0060 -2.9153
Cl 10.3372 1.5239 -4.4685
Cl 8.4052 3.2451 -3.1738
Cl 8.9043 0.5968 -2.1369
Cl 10.9126 2.6557 -1.8744
C 11.3155 5.6598 6.2441
Cl 11.5936 4.7647 7.7448
Cl 9.6190 5.4986 5.7724
Cl 11.7009 7.3665 6.4939
Cl 12.3460 5.0015 4.9667
```

Summary:
Orbital gap in eV: 7.51
Charge: +1
Highest occupied orbital energy in eV: -11.398
LUMO in eV: -3.886
Electronic energy in eV: -856290.0970

Here are the Mulliken charges for atoms 1 to 99, given in e: number 1, C, carries -1.430; number 2, C, carries 0.795; number 3, Br, carries -0.068; number 4, C, carries -0.826; number 5, Br, carries 0.063; number 6, N, carries 2.458; number 7, C, carries -0.052; number 8, C, carries -0.358; number 9, C, carries -0.671; number 10, C, carries -0.226; number 11, C, carries -0.641; number 12, N, carries -0.586; number 13, C, carries -2.381; number 14, N, carries 0.813; number 15, C, carries -0.058; number 16, C, carries -0.442; number 17, O, carries -0.411; number 18, P, carries -0.109; number 19, O, carries -0.508; number 20, O, carries -0.463; number 21, N, carries 0.580; number 22, Cl, carries 0.070; number 23, C, carries -1.003; number 24, C, carries 0.302; number 25, C, carries -0.581; number 26, F, carries -0.304; number 27, H, carries 0.405; number 28, H, carries 0.342; number 29, H, carries 0.323; number 30, H, carries 0.448; number 31, H, carries -0.304; number 32, H, carries 0.202; number 33, H, carries 0.230; number 34, H, carries 0.224; number 35, H, carries 0.339; number 36, H, carries 0.289; number 37, H, carries 0.014; number 38, H, carries 0.268; number 39, H, carries 0.355; number 40, H, carries 0.253; number 41, H, carries 0.226; number 42, H, carries 0.305; number 43, H, carries 0.411; number 44, H, carries 0.414; number 45, H, carries 0.286; number 46, H, carries 0.391; number 47, H, carries 0.804; number 48, H, carries -0.063; number 49, H, carries -0.019; number 50, H, carries 0.314; number 51, H, carries 0.268; number 52, H, carries 0.320; number 53, C, carries -0.009; number 54, Cl, carries -0.027; number 55, Cl, carries 0.027; number 56, Cl, carries -0.037; number 57, Cl, carries 0.075; number 58, C, carries 0.044; number 59, Cl, carries -0.125; number 60, Cl, carries -0.062; number 61, Cl, carries 0.069; number 62, Cl, carries 0.097; number 63, C, carries 0.132; number 64, Cl, carries 0.001; number 65, Cl, carries -0.072; number 66, Cl, carries -0.005; number 67, Cl, carries -0.097; number 68, C, carries 0.217; number 69, Cl, carries -0.024; number 70, Cl, carries -0.072; number 71, Cl, carries -0.045; number 72, Cl, carries -0.105; number 73, C, carries 0.225; number 74, Cl, carries -0.093; number 75, Cl, carries -0.050; number 76, Cl, carries -0.099; number 77, Cl, carries -0.033; number 78, C, carries 0.329; number 79, Cl, carries -0.087; number 80, Cl, carries -0.099; number 81, Cl, carries -0.082; number 82, Cl, carries -0.059; number 83, C, carries 0.128; number 84, Cl, carries -0.052; number 85, Cl, carries -0.089; number 86, Cl, carries -0.102; number 87, Cl, carries 0.155; number 88, C, carries 0.309; number 89, Cl, carries -0.090; number 90, Cl, carries -0.074; number 91, Cl, carries -0.077; number 92, Cl, carries -0.023; number 93, C, carries 0.223; number 94, Cl, carries -0.030; number 95, Cl, carries -0.051; number 96, Cl, carries -0.010; number 97, Cl, carries -0.100; number 98, C, carries 0.238; number 99, Cl, carries -0.108

Here is a molecular structure, C7H18P in a non-equilibrium geometry from the OMol25 dataset. Energies are from ωB97M-V/def2-TZVPD.

Structure (XYZ):
```
26
C7H18P, DFT ωB97M-V/def2-TZVPD
C -0.8100 -1.5607 -2.7743
C 0.6671 0.4264 -2.1846
C -0.1714 2.1037 1.5676
C -0.7153 -0.4689 2.8995
C 1.9102 -0.1231 1.3045
C -1.0956 -0.3116 -0.6557
C -0.0647 -0.8266 -1.6501
P 0.0688 0.2400 1.3415
H -1.6577 -0.9742 -2.8963
H -1.0977 -2.5849 -2.3078
H -0.2793 -1.7130 -3.6946
H 0.5377 1.0515 -1.2785
H 0.0775 0.7742 -2.9953
H 1.6764 0.2033 -2.4357
H 0.7189 2.4766 1.9842
H -1.0454 2.3835 2.0879
H -0.1230 2.4575 0.5288
H -0.9896 0.3462 3.5018
H 0.0183 -1.1480 3.3512
H -1.5143 -1.1364 2.5008
H 2.4669 0.3300 0.4946
H 1.9513 -1.2282 1.3270
H 2.2716 0.2971 2.2098
H -1.3893 0.7169 -0.8037
H -2.0184 -0.8745 -0.3610
H 0.7585 -1.4865 -1.2563
```

Summary:
ΔE to the lowest compared entry with this formula, charge and spin in kcal/mol: 49.3
Orbital gap in eV: 10.61
Charge: +1
Highest occupied orbital energy in eV: -14.307
LUMO in eV: -3.696
Electronic energy in eV: -16831.6782

Quick look at the Mulliken charges, all values in e: number 1, C, carries -1.556; number 2, C, carries -1.273; number 3, C, carries -1.324; number 4, C, carries -1.167; number 5, C, carries -1.242; number 6, C, carries -1.229; number 7, C, carries 0.825; number 8, P, carries 0.871; number 9, H, carries 0.445; number 10, H, carries 0.332; number 11, H, carries 0.386; number 12, H, carries 0.179; number 13, H, carries 0.450; number 14, H, carries 0.336; number 15, H, carries 0.450; number 16, H, carries 0.429; number 17, H, carries 0.390; number 18, H, carries 0.437; number 19, H, carries 0.414; number 20, H, carries 0.351; number 21, H, carries 0.346; number 22, H, carries 0.380; number 23, H, carries 0.490; number 24, H, carries 0.560; number 25, H, carries 0.466; number 26, H, carries 0.256